Entry 1:
The following is a quantum chemistry calculation of C4H5O as an isolated structure, from the OMol25 dataset.

Geometry as XYZ:
```
10
Properties=species:S:1:pos:R:3
C -1.2400 0.7147 1.3542
C -0.0769 0.8652 1.0481
C -0.7550 -1.1461 -1.3964
C 1.0172 -0.0288 -0.2242
O 0.2169 -0.5627 -1.0591
H -2.3027 0.4351 1.3449
H 0.7391 1.4815 1.4594
H -0.6683 -1.7384 -2.2658
H 1.6856 0.7882 -0.6648
H 1.3842 -0.8086 0.4037
```

LUMO energy (spin up / spin down) = -6.347 / -6.485 eV
HOMO level (spin up / spin down) = -0.5162 / -0.5062 Ha
Charge = +1
Gap between HOMO and LUMO (spin up / spin down) = 7.700 / 7.289 eV



Entry 2:
The following is a quantum chemistry calculation of a 2-piece molecular cluster, FH2O2P overall, from the OMol25 dataset.

Geometry as XYZ:
```
6
Properties=species:S:1:pos:R:3
O -0.2987 1.7179 0.3139
P -1.6028 1.1501 -0.0746
O -1.3327 -0.3239 -0.5690
H -0.3983 -0.5088 -0.4412
F 1.2638 -0.0788 -0.0645
H 0.9358 0.9329 -0.0262
```

LUMO energy = -0.659 eV
SMILES string = O=PO.F
HOMO level = -0.4264 Ha
Charge = 0
Gap between HOMO and LUMO = 10.945 eV



Entry 3:
The following is a quantum chemistry calculation of C3H2ClFO3 as an isolated structure, from the OMol25 dataset.

Geometry as XYZ:
```
10
Properties=species:S:1:pos:R:3
C 0.7085 1.4018 -0.1750
C -0.9546 -0.1704 -0.1066
C 0.2522 -1.0325 0.2974
O 1.0878 2.4840 -0.1673
O -0.4921 0.9886 -0.7577
O 1.2733 0.4564 0.5454
F 0.0289 -1.7393 1.3977
Cl 1.1130 -1.8620 -0.9805
H -1.6083 -0.6716 -0.7821
H -1.4086 0.1450 0.7289
```

LUMO energy = 0.167 eV
HOMO level = -0.4056 Ha
Charge = 0
Gap between HOMO and LUMO = 11.205 eV



Entry 4:
The following is a quantum chemistry calculation of one molecule with the formula C3H5P, from the OMol25 dataset.

Geometry as XYZ:
```
9
Properties=species:S:1:pos:R:3
C 0.0394 -0.2567 0.1050
C -1.8891 -1.2386 -0.0396
C 1.4768 -0.3692 0.0110
P -1.4776 0.4466 -0.0260
H 1.9184 0.5460 -0.3886
H 1.8904 -0.5390 1.0098
H 1.7755 -1.2145 -0.6120
H -1.8969 1.3022 1.0204
H -1.8369 1.3232 -1.0801
```

LUMO energy (spin up / spin down) = 0.469 / -1.526 eV
HOMO level (spin up / spin down) = -0.2810 / -0.3035 Ha
Charge = 0
Gap between HOMO and LUMO (spin up / spin down) = 8.114 / 6.734 eV
Spin multiplicity = 3



Entry 5:
The following is a quantum chemistry calculation of C45H65N6NaO5 as an isolated structure, from the OMol25 dataset.

Geometry as XYZ:
```
122
Properties=species:S:1:pos:R:3
Na 0.2110 0.1463 -0.1445
C -1.0031 6.4646 -1.4549
C -0.3328 5.2939 -2.1782
C 0.1701 4.2664 -1.2149
C 1.4347 4.1318 -0.7333
C 2.6427 4.9655 -1.0321
C 3.0048 5.8915 0.1345
C 1.4121 2.9562 0.1353
N 0.1797 2.4401 0.1733
C -0.6043 3.1669 -0.6338
C -1.9518 2.9070 -0.8746
C -2.6958 1.7975 -0.4619
C -4.1354 1.6443 -0.6550
C -5.0500 2.6034 -1.3518
C -5.5364 3.7333 -0.4393
C -4.4709 0.4389 -0.1001
C -3.2130 -0.1395 0.3614
C -3.0723 -1.4347 0.8580
C -1.9044 -2.0195 1.3481
N -0.7486 -1.3721 1.5405
C 0.1105 -2.2183 2.1198
C 1.4111 -1.8965 2.5108
C 2.0994 -0.7077 2.2874
N 1.5995 0.3815 1.6931
C 2.6051 1.2395 1.4964
C 2.5227 2.4353 0.7906
C 3.8446 0.7038 2.0596
C 3.5229 -0.5121 2.5737
C 4.4161 -1.4903 3.2707
C 4.2305 -1.4580 4.7911
C 5.1854 1.3717 2.0196
C 5.3004 2.5256 3.0204
C -0.5188 -3.5265 2.2924
C -1.7846 -3.4033 1.7953
C -2.8403 -4.4600 1.6573
C -3.8336 -4.4435 2.8232
C 0.1125 -4.7426 2.8976
C 0.1286 -4.6726 4.4271
N -2.2024 0.7154 0.1539
C -5.8474 -0.1266 0.1195
C -6.3333 -1.0304 -1.0175
H -1.4138 7.1844 -2.1664
H -0.2818 6.9752 -0.8189
H -1.8072 6.0926 -0.8239
H 0.4977 5.6735 -2.7825
H -1.0505 4.8353 -2.8614
H 2.4766 5.5769 -1.9268
H 3.4862 4.3006 -1.2397
H 2.1915 6.5898 0.3292
H 3.9115 6.4632 -0.0785
H 3.1681 5.3071 1.0367
H -2.4873 3.6448 -1.4667
H -5.9185 2.0574 -1.7385
H -4.5304 3.0457 -2.2079
H -6.1151 3.3327 0.3925
H -6.1658 4.4336 -0.9943
H -4.6851 4.2717 -0.0295
H -3.9696 -2.0482 0.8869
H 1.9786 -2.6923 2.9843
H 3.4524 2.9788 0.6620
H 5.4640 -1.2755 3.0347
H 4.2006 -2.4989 2.9070
H 4.4889 -0.4777 5.1877
H 4.8628 -2.2028 5.2797
H 3.1915 -1.6584 5.0402
H 5.3635 1.7579 1.0117
H 5.9733 0.6404 2.2356
H 4.5182 3.2577 2.8359
H 6.2720 3.0190 2.9388
H 5.1859 2.1584 4.0391
H -2.3812 -5.4554 1.6007
H -3.3940 -4.3046 0.7236
H -3.3118 -4.6231 3.7620
H -4.6054 -5.2078 2.6966
H -4.3133 -3.4692 2.8833
H 1.1414 -4.8442 2.5401
H -0.4293 -5.6443 2.5874
H 0.6315 -3.7630 4.7447
H 0.6537 -5.5283 4.8579
H -0.8885 -4.6528 4.8160
H -6.5627 0.6950 0.2378
H -5.8530 -0.7011 1.0518
H -6.3624 -0.4739 -1.9519
H -7.3346 -1.4215 -0.8242
H -5.6556 -1.8708 -1.1392
C -3.5188 -0.7742 -3.2721
N -2.6868 -1.9256 -2.9770
C -3.3897 -3.1634 -2.7515
C -1.5155 -1.6289 -2.2994
O -1.1971 -0.4957 -2.0643
C -0.6282 -2.8268 -1.9630
O 0.6442 -2.4425 -1.5568
C 1.4540 -1.8859 -2.5743
C 2.3456 -0.7804 -1.9106
O 1.6815 0.3031 -1.7492
N 3.5724 -0.5003 -2.7407
C 4.3463 -1.5425 -3.3800
C 4.4105 0.4213 -2.0069
H -4.2466 -1.0439 -4.0430
H -2.8613 0.0110 -3.6374
H -4.0248 -0.3991 -2.3787
H -4.2438 -3.2069 -3.4298
H -3.7534 -3.2369 -1.7194
H -2.7410 -4.0116 -2.9631
H -0.5721 -3.5154 -2.8304
H -1.0641 -3.3576 -1.1107
H 0.8662 -1.3416 -3.3152
H 1.9889 -2.7048 -3.0900
H 4.2548 -1.4525 -4.4724
H 4.0387 -2.5522 -3.1092
H 5.4093 -1.4493 -3.1292
H 3.7385 1.1019 -1.4928
H 5.0545 0.9753 -2.6975
H 5.0400 -0.0890 -1.2579
O 0.0486 1.4282 -3.6264
H 0.7361 1.0255 -3.0446
H -0.6273 1.6251 -2.9721
C 3.1636 -2.5696 -0.3528
O 2.8134 -1.2445 -0.5942
H 2.4010 -3.0514 0.2696
H 4.1216 -2.5764 0.1920
H 3.2822 -3.1667 -1.2616
```

LUMO energy = 3.839 eV
HOMO level = -0.0262 Ha
Charge = -2
Gap between HOMO and LUMO = 4.552 eV



Entry 6:
The following is a quantum chemistry calculation of one molecule with the formula C6H9N, from the OMol25 dataset.

Geometry as XYZ:
```
16
Properties=species:S:1:pos:R:3
C -1.3247 2.1712 -0.1262
C -0.4810 1.0267 0.3280
C -0.5179 0.4511 1.6635
C 0.3369 -0.6012 1.4798
C 0.9565 -0.7225 0.1071
C 0.6017 -1.9950 -0.6645
N 0.3694 0.4518 -0.5181
H -2.2606 2.1399 0.4354
H -1.5250 2.1581 -1.2029
H -0.8293 3.1156 0.1269
H 0.6273 -1.3349 2.2351
H 2.0472 -0.6016 0.1707
H 1.2058 -2.1140 -1.5711
H -0.4566 -1.9702 -0.9421
H 0.7616 -2.8710 -0.0303
H 0.4886 0.6962 -1.4913
```

LUMO energy = 0.435 eV
SMILES string = CC1=C=C[C@@H](C)N1
HOMO level = -0.2670 Ha
Charge = 0
Gap between HOMO and LUMO = 7.700 eV



Entry 7:
The following is a quantum chemistry calculation of C9H21IrOS3Se3SiTe as an isolated structure, from the OMol25 dataset.

Geometry as XYZ:
```
40
Properties=species:S:1:pos:R:3
Ir 0.1253 0.1691 0.0695
C 2.5648 -2.1271 -0.0140
C 1.2459 -2.8635 0.0061
S -0.1164 -2.0660 -0.8642
C 0.5092 -1.8975 -2.5547
C 0.2297 -0.5123 -3.0746
S 0.8928 0.8417 -2.0879
C 2.6736 0.4814 -2.0318
C 3.2017 0.5908 -0.6250
S 2.3687 -0.4255 0.6070
H 3.0398 -2.0946 -0.9934
H 3.2464 -2.6399 0.6643
H 0.8753 -2.9224 1.0311
H 1.3592 -3.8808 -0.3712
H -0.0261 -2.6190 -3.1720
H 1.5644 -2.1646 -2.5757
H -0.8413 -0.3096 -3.0609
H 0.5852 -0.3965 -4.0996
H 3.1708 1.2361 -2.6422
H 2.8592 -0.4867 -2.4934
H 3.0472 1.5999 -0.2365
H 4.2710 0.3775 -0.5881
Se 0.5885 2.4604 0.8422
Se -1.0087 2.9202 2.4098
Te -1.0271 0.9140 3.8548
Se -0.7149 -0.8261 2.1926
C -4.4701 1.2008 -0.0317
Si -2.9955 1.3465 -1.1567
C -2.8258 3.1442 -1.6318
C -3.3268 0.3727 -2.7351
O -1.6486 0.8265 -0.4259
H -5.3803 1.4817 -0.5672
H -4.3602 1.8662 0.8281
H -4.5966 0.1821 0.3435
H -3.7372 3.5081 -2.1127
H -1.9913 3.2956 -2.3227
H -2.6412 3.7538 -0.7435
H -4.3626 0.4818 -3.0623
H -3.1424 -0.6960 -2.5753
H -2.6882 0.7231 -3.5520
```

LUMO energy (spin up / spin down) = -3.677 / -5.306 eV
HOMO level (spin up / spin down) = -0.3945 / -0.3946 Ha
Charge = +1
Gap between HOMO and LUMO (spin up / spin down) = 7.058 / 5.433 eV
Spin multiplicity = 2



Entry 8:
The following is a quantum chemistry calculation of C12H18B2F8NO6Ti as an isolated structure, from the OMol25 dataset.

Geometry as XYZ:
```
48
Properties=species:S:1:pos:R:3
Ti 12.8180 0.6531 -2.2394
C 13.8735 -1.5133 0.2354
C 14.2701 -2.8252 0.7003
C 13.6063 -3.3458 2.0121
O 13.9367 -4.4377 2.4744
C 12.7065 -2.4421 2.7067
C 12.3294 -1.1958 2.2147
C 12.9255 -0.7353 0.8725
O 12.5064 0.3354 0.3085
O 11.5675 -0.4841 2.9450
O 15.1740 -3.5117 0.2296
H 14.3098 -1.1433 -0.6837
H 12.5034 -2.7702 3.7182
C 9.6647 2.8306 -1.8522
O 9.0882 2.1105 -0.7677
C 7.8881 1.4590 -0.9077
C 7.7234 0.7690 0.4168
N 8.6587 -0.4420 0.5106
H 8.7293 -0.7408 1.4821
H 8.3265 -1.2256 -0.0481
C 10.1000 -0.1613 0.0362
C 11.0326 -1.3256 0.2643
O 10.3338 -2.5477 0.2260
C 11.1274 -3.6491 0.5904
H 10.6443 2.4270 -1.6613
H 9.5036 3.9112 -1.9187
H 9.4281 2.5819 -2.8944
H 7.9734 0.7499 -1.7427
H 7.0316 2.1318 -1.0587
H 6.7501 0.3185 0.6218
H 7.9431 1.3896 1.2834
H 10.5005 0.6869 0.5915
H 10.0118 0.1067 -1.0154
H 11.4827 -1.1080 1.2421
H 11.7907 -1.3561 -0.5238
H 11.4723 -3.5344 1.6219
H 11.9810 -3.7752 -0.0816
H 10.5402 -4.5655 0.5184
B 15.1156 2.0910 -3.1377
F 14.5272 2.8816 -2.1079
F 15.2171 0.8754 -2.4530
F 14.1561 2.0180 -4.1612
F 16.2485 2.6035 -3.7050
B 11.3339 -0.7134 -3.7832
F 12.3982 -0.0652 -4.4149
F 10.6402 0.3539 -3.1324
F 10.4769 -1.2930 -4.7261
F 11.8012 -1.5753 -2.8561
```

LUMO energy (spin up / spin down) = 3.689 / 3.679 eV
HOMO level (spin up / spin down) = 0.0260 / -0.0450 Ha
Charge = -2
Gap between HOMO and LUMO (spin up / spin down) = 2.982 / 4.903 eV
Spin multiplicity = 4



Entry 9:
The following is a quantum chemistry calculation of a 3-piece molecular cluster, C27H50BFN4O6 overall, from the OMol25 dataset.

Geometry as XYZ:
```
89
Properties=species:S:1:pos:R:3
C -3.7692 3.8698 -2.9021
C -4.0875 2.4154 -2.5465
O -4.5471 2.3163 -1.2010
C -2.8891 1.4700 -2.7301
O -1.8932 2.0579 -3.5612
C -0.7024 1.3191 -3.5675
N 0.0653 1.6646 -2.3592
C 1.3481 2.0837 -2.6705
O 2.0580 2.7332 -1.9841
C 1.6024 1.5041 -4.1044
C 2.7587 2.3006 -4.7520
C 4.1127 1.6741 -4.4741
C 5.3459 2.7111 -4.5363
O 4.7068 1.9109 -3.3250
B 1.8526 -0.0262 -3.7296
O 2.6685 -0.3769 -2.6715
O 1.2753 -1.0125 -4.4771
C 0.2330 1.8937 -4.6630
F 0.0975 3.2738 -4.5275
C -0.1180 1.5952 -6.1091
C 0.6972 0.7768 -6.8741
C 0.3562 0.5190 -8.1937
C -0.7843 1.1344 -8.6789
C -1.5122 1.9544 -7.8329
N -1.2256 2.1934 -6.5564
H -2.7162 4.1125 -2.8090
H -4.3184 4.5009 -2.2060
H -4.1227 4.1119 -3.8994
H -4.9024 2.0619 -3.1703
H -3.8890 2.7255 -0.6299
H -3.1844 0.5048 -3.1486
H -2.4763 1.2711 -1.7345
H -0.9563 0.2655 -3.6683
H -0.4477 2.2857 -1.7491
H 2.8393 3.3057 -4.3564
H 2.6756 2.3384 -5.8368
H 4.3078 0.6868 -4.9079
H 5.8765 1.9535 -5.1962
H 6.2619 2.9002 -3.9787
H 2.2034 -0.4508 -1.8316
H 1.3437 -1.8477 -3.9979
H 1.5861 0.3386 -6.4547
H 0.9548 -0.1197 -8.8239
H -1.1063 0.9935 -9.6989
H -2.3905 2.4518 -8.2252
C -0.6447 0.2656 0.9723
C -2.0042 0.4005 1.6418
N -2.8027 -0.8043 1.5466
C -4.2025 -0.5999 1.8766
C -4.5522 -0.1722 3.3071
C -2.1861 -2.0056 2.0805
C -1.7173 -1.9875 3.5399
H -0.7580 -0.0856 -0.0554
H -0.1478 1.2369 0.9447
H 0.0147 -0.4213 1.5048
H -2.5532 1.2023 1.1383
H -1.8578 0.7325 2.6820
H -4.7512 -1.5137 1.6342
H -4.5909 0.1589 1.1895
H -4.4284 -0.9866 4.0200
H -5.5995 0.1333 3.3494
H -3.9517 0.6750 3.6401
H -1.3216 -2.2479 1.4551
H -2.8733 -2.8416 1.9310
H -1.1284 -1.0981 3.7704
H -1.0804 -2.8541 3.7303
H -2.5483 -2.0416 4.2418
C 2.0668 -0.8845 5.0326
C 1.6712 -1.6223 6.3023
N 1.7028 -3.0641 6.1497
C 1.0275 -3.7764 7.2191
C 1.5947 -3.6580 8.6390
C 2.9707 -3.6212 5.7134
C 4.2194 -3.3174 6.5508
H 1.4725 -1.2316 4.1856
H 1.8905 0.1852 5.1535
H 3.1223 -1.0129 4.7896
H 0.6470 -1.3358 6.5565
H 2.3056 -1.2703 7.1314
H 0.9690 -4.8336 6.9467
H -0.0100 -3.4269 7.2384
H 2.5227 -4.2161 8.7564
H 0.8801 -4.0729 9.3528
H 1.7746 -2.6208 8.9229
H 3.1585 -3.2738 4.6936
H 2.8550 -4.7034 5.6175
H 4.3089 -2.2554 6.7830
H 5.1116 -3.6033 5.9902
H 4.2359 -3.8755 7.4856
```

LUMO energy = 0.127 eV
SMILES string = C[C@H](O)CO[C@@H]1NC(=O)[C@@](C[C@H]2CO2)(B(O)O)[C@@]1(F)c1ccccn1.CCN(CC)CC.CCN(CC)CC
HOMO level = -0.2997 Ha
Charge = 0
Gap between HOMO and LUMO = 8.282 eV



Entry 10:
The following is a quantum chemistry calculation of a 2-piece molecular cluster, C3H7N2O overall, from the OMol25 dataset.

Geometry as XYZ:
```
13
Properties=species:S:1:pos:R:3
C -2.4276 -0.0717 0.1037
C 2.8817 -0.6343 -0.5175
C -1.3843 0.5336 -0.5413
N 1.1309 0.1823 0.5688
N -3.2017 -0.4847 0.8824
O 2.3726 0.0411 0.3772
H 4.0318 -0.7499 -0.5080
H 2.1531 -1.0419 -1.2386
H -1.3297 1.5408 -0.2736
H -1.4253 0.4623 -1.5892
H -0.3536 0.1199 -0.2227
H 1.0000 0.9341 1.2327
H -3.4478 -0.8315 1.7259
```

LUMO energy (spin up / spin down) = -4.704 / -5.306 eV
HOMO level (spin up / spin down) = -0.3772 / -0.5350 Ha
Charge = +1
Gap between HOMO and LUMO (spin up / spin down) = 5.561 / 9.253 eV
Spin multiplicity = 3



Entry 11:
The following is a quantum chemistry calculation of a 2-piece molecular cluster, C33H36N4O3 overall, from the OMol25 dataset.

Geometry as XYZ:
```
76
Properties=species:S:1:pos:R:3
C -7.7952 -2.7770 4.6767
N -7.3705 -1.5318 4.0692
C -8.4259 -0.7253 3.4965
C -6.0492 -1.2678 3.8607
C -5.6097 -0.1493 3.0906
C -4.2618 0.1453 3.0029
C -3.2703 -0.7011 3.5658
C -1.8776 -0.3782 3.4363
C -0.8458 -1.0382 4.0654
C 0.5290 -0.6475 4.0081
C 1.5417 -1.6917 4.0341
C 1.1880 -3.0449 3.7915
C 2.1239 -4.0565 3.7317
C 3.4978 -3.7635 3.9360
N 4.4365 -4.7535 3.8702
C 5.8504 -4.4579 3.7672
C 4.1286 -6.1554 4.1028
C 3.8760 -2.4200 4.2041
C 2.9134 -1.4332 4.2880
C 0.8630 0.7648 3.9152
C -0.0163 1.7471 4.4350
C 0.3364 3.0779 4.4833
C 1.5889 3.5067 3.9813
N 1.9418 4.8374 4.0203
C 3.2966 5.2667 4.2959
C 1.0310 5.8952 3.6191
C 2.4476 2.5446 3.3985
C 2.0582 1.2217 3.2993
C -3.7132 -1.8532 4.2639
C -5.0596 -2.1100 4.4481
H -7.2982 -2.9485 5.6395
H -8.8742 -2.7393 4.8444
H -7.5890 -3.6433 4.0317
H -8.1194 0.3229 3.4103
H -8.7320 -1.0751 2.4973
H -9.3148 -0.7843 4.1381
H -6.3374 0.4662 2.5598
H -3.9280 1.0490 2.4966
H -1.6324 0.4514 2.7734
H -1.0766 -1.9659 4.5916
H 0.1447 -3.3099 3.6572
H 1.8123 -5.0726 3.4940
H 6.0039 -3.4554 3.3569
H 6.3543 -4.5176 4.7455
H 6.3372 -5.1820 3.1001
H 3.0741 -6.2974 4.3606
H 4.3594 -6.7553 3.2075
H 4.7433 -6.5453 4.9306
H 4.9261 -2.1613 4.3551
H 3.2469 -0.4391 4.5605
H -1.0026 1.4687 4.8026
H -0.3329 3.8099 4.9307
H 3.8194 4.5372 4.9241
H 3.8706 5.4136 3.3715
H 3.2519 6.2275 4.8218
H 0.0165 5.5209 3.4317
H 0.9953 6.6657 4.4040
H 1.3946 6.3769 2.6947
H 3.3996 2.8698 2.9801
H 2.6802 0.5181 2.7428
H -2.9723 -2.5315 4.6834
H -5.3436 -2.9720 5.0524
O -1.3267 1.9266 1.4413
C -2.0442 2.8878 1.0914
C -2.9997 2.7712 -0.0330
N -3.2779 1.4666 -0.5705
O -4.3082 1.3722 -1.2895
O -2.5402 0.4946 -0.3344
C -3.9414 3.7617 -0.2894
C -4.0457 4.8641 0.5565
C -3.1396 5.0408 1.6217
C -2.1270 4.1265 1.8362
H -4.6197 3.6020 -1.1272
H -4.8424 5.5857 0.3834
H -3.2263 5.9061 2.2847
H -1.3845 4.2563 2.6241
```

LUMO energy = -1.657 eV
HOMO level = -0.2248 Ha
Charge = 0
Gap between HOMO and LUMO = 4.459 eV